1.
Density functional theory data (wB97M-V/def2-TZVPD) for a molecular structure, C24H48ClGaN2O5 in a non-equilibrium geometry.

```
! wB97M-V def2-TZVPD RIJCOSX def2/J DEFGRID3
* xyz 0 1
C -10.21 4.81 0.38
C -10.13 3.28 -0.07
O -10.61 2.36 0.61
O -9.54 2.96 -1.31
C -8.08 2.99 -1.26
C -7.55 1.72 -2.11
C -6.22 2.16 -2.88
C -4.94 1.24 -2.61
C -4.75 0.77 -1.10
C -3.44 -0.21 -1.08
Ga -1.87 0.53 0.03
N -0.26 0.26 -1.02
C -1.67 -0.71 1.73
C -0.18 -1.30 1.82
C 0.03 -2.61 0.91
Cl 1.67 -2.60 0.08
C -2.13 2.44 0.75
C -1.72 3.61 -0.25
O -0.76 3.23 -1.27
C -1.25 3.47 -2.58
C -1.04 2.28 -3.63
O -1.79 4.51 -2.97
H -9.52 5.40 -0.32
H -9.80 4.86 1.45
H -11.28 5.19 0.31
H -7.76 3.98 -1.75
H -7.65 3.02 -0.20
H -8.38 1.53 -2.88
H -7.46 0.77 -1.49
H -5.99 3.27 -2.71
H -6.47 2.07 -4.01
H -4.02 1.89 -2.86
H -4.86 0.34 -3.32
H -4.55 1.66 -0.41
H -5.60 0.15 -0.68
H -3.14 -0.46 -2.16
H -3.77 -1.20 -0.61
H -0.27 -0.74 -1.30
H 0.60 0.42 -0.48
H -1.96 -0.17 2.69
H -2.36 -1.60 1.52
H 0.57 -0.48 1.56
H 0.02 -1.58 2.92
H -0.10 -3.54 1.56
H -0.82 -2.63 0.16
H -3.22 2.64 1.07
H -1.50 2.51 1.71
H -2.68 4.08 -0.65
H -1.22 4.43 0.38
H -2.03 1.75 -3.85
H -0.74 2.78 -4.61
H -0.22 1.56 -3.34
C 5.58 -4.02 0.45
C 5.73 -3.00 1.61
C 5.62 -1.55 1.07
C 6.85 -1.07 0.32
C 8.10 -1.25 1.18
C 8.27 -2.69 1.70
N 7.02 -3.23 2.33
O 6.91 -2.69 3.53
C 8.71 -3.59 0.52
C 9.48 -2.73 2.66
C 4.48 -3.25 2.49
H 5.36 -3.54 -0.50
H 6.46 -4.65 0.30
H 4.78 -4.74 0.64
H 5.44 -0.86 1.90
H 4.74 -1.46 0.42
H 6.96 -1.62 -0.63
H 6.74 -0.02 0.05
H 8.98 -0.95 0.61
H 8.03 -0.55 2.03
H 8.74 -4.64 0.82
H 9.72 -3.33 0.19
H 8.08 -3.50 -0.36
H 9.37 -2.03 3.50
H 10.40 -2.45 2.14
H 9.62 -3.74 3.07
H 4.51 -4.24 2.95
H 3.58 -3.19 1.88
H 4.37 -2.51 3.29
*
```

2.
Density functional theory data (wB97M-V/def2-TZVPD) for a molecular structure, C24H48F6N7O14S2Y in a non-equilibrium geometry.

```
! wB97M-V def2-TZVPD RIJCOSX def2/J DEFGRID3
* xyz 0 1
Y 3.63 -8.79 16.67
C 0.59 -10.72 15.17
C -0.29 -9.98 16.25
C -1.42 -11.03 16.65
C -2.21 -10.42 17.81
C -1.20 -10.27 18.96
C -0.01 -9.32 18.70
N 0.60 -9.74 17.38
O 1.62 -8.86 17.03
C 1.00 -9.66 19.82
C -0.31 -7.83 18.79
C -0.87 -8.73 15.56
H -0.04 -11.13 14.40
H 0.97 -11.55 15.71
H 1.39 -10.09 14.74
H -0.94 -11.98 16.91
H -2.10 -11.20 15.84
H -2.94 -11.16 18.16
H -2.71 -9.51 17.59
H -0.84 -11.27 19.17
H -1.76 -9.91 19.86
H 1.22 -10.71 19.78
H 0.63 -9.38 20.85
H 1.91 -9.07 19.72
H 0.59 -7.22 18.65
H -0.74 -7.51 19.75
H -1.03 -7.62 18.01
H -0.12 -8.12 15.17
H -1.52 -8.16 16.18
H -1.41 -9.04 14.68
C 1.70 -5.17 16.28
C 2.95 -4.77 15.50
C 3.04 -3.28 15.50
C 4.43 -2.76 15.02
C 5.48 -3.51 15.84
C 5.55 -5.03 15.93
N 4.11 -5.40 16.32
O 3.99 -6.83 16.17
C 6.40 -5.59 17.03
C 6.12 -5.56 14.60
C 2.86 -5.26 14.05
H 1.95 -4.95 17.30
H 1.56 -6.22 16.20
H 0.82 -4.51 16.05
H 2.82 -2.85 16.47
H 2.21 -3.03 14.86
H 4.48 -1.71 15.17
H 4.49 -2.95 13.95
H 5.37 -3.10 16.86
H 6.50 -3.23 15.60
H 7.46 -5.23 16.87
H 6.42 -6.68 17.02
H 6.19 -5.28 18.08
H 7.20 -5.43 14.73
H 5.88 -4.83 13.78
H 5.92 -6.64 14.39
H 2.09 -4.67 13.52
H 2.60 -6.38 13.97
H 3.78 -5.15 13.42
C 7.87 -10.63 17.76
F 8.46 -9.57 17.29
F 7.86 -11.55 16.76
F 8.59 -11.08 18.68
S 6.17 -10.03 18.44
O 6.56 -9.04 19.42
O 5.71 -9.44 17.15
N 5.15 -11.18 18.60
S 4.96 -12.03 19.90
O 6.20 -12.48 20.51
O 3.85 -11.54 20.66
C 4.30 -13.60 19.15
F 2.99 -13.36 18.90
F 5.10 -14.09 18.20
F 4.21 -14.53 20.14
C 3.27 -5.80 19.71
N 3.61 -7.24 20.05
O 3.80 -7.53 21.17
O 3.70 -7.99 19.09
H 2.54 -5.46 20.43
H 3.08 -5.73 18.65
H 4.21 -5.35 19.87
C 3.40 -13.42 15.67
N 4.02 -12.09 15.84
O 3.37 -11.20 16.37
O 5.21 -11.96 15.54
H 2.31 -13.28 15.73
H 3.76 -14.05 16.54
H 3.75 -13.83 14.72
C 6.13 -9.36 12.48
N 4.94 -9.83 13.39
O 4.79 -9.16 14.40
O 4.23 -10.75 13.02
H 6.03 -8.27 12.49
H 6.03 -9.94 11.57
H 6.96 -9.59 13.11
C 0.63 -9.08 12.12
N 2.00 -8.62 11.81
O 2.34 -8.41 10.68
O 2.73 -8.53 12.80
H 0.64 -10.18 12.34
H -0.01 -8.90 11.27
H 0.29 -8.54 13.02
*
```

3.
Density functional theory data (wB97M-V/def2-TZVPD) for a molecular structure, C24H48MgNO27 in a non-equilibrium geometry.

```
! wB97M-V def2-TZVPD RIJCOSX def2/J DEFGRID3
* xyz 1 1
Mg 0.84 -2.40 -2.42
N 0.87 0.37 -0.77
O 1.73 1.15 -1.16
O 0.77 -0.77 -1.34
O 0.08 0.63 0.12
C -0.61 1.37 3.36
O -1.69 2.12 3.90
C -1.96 1.93 5.19
O -1.35 1.22 5.94
O -3.00 2.69 5.50
C -3.43 2.66 6.84
H -0.83 0.30 3.40
H 0.29 1.53 3.95
H -0.46 1.65 2.33
H -4.23 3.38 6.95
H -2.63 2.86 7.56
H -3.80 1.67 7.12
C 5.31 -4.34 0.03
O 4.12 -4.18 -0.76
C 3.78 -3.02 -1.18
O 2.74 -2.87 -1.81
O 4.64 -2.08 -0.89
C 4.37 -0.75 -1.35
H 5.34 -3.71 0.91
H 6.21 -4.25 -0.59
H 5.29 -5.38 0.34
H 5.20 -0.09 -1.10
H 3.49 -0.33 -0.86
H 4.18 -0.73 -2.42
C -4.55 -2.90 -2.83
O -3.13 -3.09 -2.85
C -2.33 -2.07 -2.81
O -1.11 -2.25 -2.82
O -2.91 -0.92 -2.69
C -2.13 0.28 -2.53
H -4.90 -2.68 -1.82
H -5.04 -3.81 -3.17
H -4.87 -2.10 -3.50
H -1.24 0.25 -3.16
H -1.79 0.37 -1.50
H -2.74 1.14 -2.74
C 0.54 3.90 0.60
O 0.38 4.27 1.96
C 1.52 4.50 2.65
O 2.62 4.22 2.29
O 1.26 5.06 3.82
C -0.07 5.38 4.19
H -0.42 3.64 0.16
H 1.23 3.07 0.49
H 0.93 4.75 0.03
H -0.57 6.09 3.53
H 0.01 5.84 5.17
H -0.71 4.50 4.23
C -6.77 0.05 -1.50
O -5.72 1.00 -1.36
C -4.87 0.83 -0.36
O -4.86 -0.13 0.37
O -4.03 1.85 -0.32
C -3.05 1.83 0.70
H -7.09 0.11 -2.53
H -7.59 0.30 -0.83
H -6.44 -0.96 -1.28
H -3.46 1.85 1.71
H -2.42 2.71 0.60
H -2.36 0.99 0.60
C 0.12 -6.26 -1.05
O -0.25 -5.54 0.13
C -0.23 -4.23 0.06
O 0.25 -3.57 -0.85
O -0.84 -3.72 1.09
C -0.95 -2.30 1.14
H 1.12 -5.98 -1.38
H -0.54 -6.00 -1.88
H 0.03 -7.31 -0.81
H -1.49 -1.92 0.27
H 0.04 -1.84 1.14
H -1.49 -2.01 2.04
C 3.23 -0.28 1.89
O 2.49 -1.48 1.80
C 2.91 -2.53 2.51
O 3.68 -2.49 3.42
O 2.33 -3.61 2.00
C 2.73 -4.88 2.51
H 4.30 -0.39 1.69
H 3.22 0.15 2.90
H 2.77 0.47 1.26
H 2.64 -5.58 1.68
H 2.05 -5.22 3.29
H 3.76 -4.88 2.85
C 2.97 4.84 -7.16
O 2.55 3.57 -6.65
C 1.71 3.60 -5.63
O 1.21 4.57 -5.13
O 1.49 2.34 -5.23
C 0.75 2.16 -4.04
H 3.05 4.72 -8.24
H 3.91 5.11 -6.69
H 2.23 5.61 -6.97
H -0.32 2.28 -4.24
H 1.05 2.92 -3.32
H 0.98 1.16 -3.69
*
```

4.
Density functional theory data (wB97M-V/def2-TZVPD) for 7 unconnected molecules or ions with the total composition C24H48NO15S6 in a non-equilibrium geometry.

```
! wB97M-V def2-TZVPD RIJCOSX def2/J DEFGRID3
* xyz -1 1
N 7.19 -18.47 8.31
O 7.75 -17.65 9.07
O 6.59 -18.08 7.32
O 7.13 -19.66 8.66
C 6.57 -14.31 9.28
C 6.47 -14.10 7.75
C 5.09 -14.62 7.21
S 3.89 -14.28 8.69
O 3.14 -15.51 8.86
O 3.20 -13.01 8.51
C 5.22 -13.92 9.93
H 7.37 -13.75 9.80
H 6.80 -15.34 9.46
H 7.16 -14.78 7.30
H 6.56 -13.10 7.42
H 5.16 -15.70 7.09
H 4.74 -14.08 6.29
H 4.91 -14.41 10.83
H 5.20 -12.80 10.04
C 3.93 -18.40 9.07
C 4.18 -17.93 10.49
C 3.43 -18.90 11.39
S 2.07 -19.53 10.43
O 0.88 -19.02 11.07
O 2.18 -20.96 10.27
C 2.41 -18.63 8.94
H 4.46 -19.32 8.77
H 4.16 -17.51 8.49
H 3.70 -16.96 10.55
H 5.32 -17.85 10.71
H 3.05 -18.56 12.35
H 4.13 -19.76 11.40
H 1.95 -17.68 9.19
H 2.08 -19.15 8.04
C 8.70 -22.64 6.29
C 10.04 -22.37 7.06
C 10.24 -23.67 7.85
S 9.98 -24.93 6.60
O 9.45 -26.17 7.13
O 11.19 -24.96 5.76
C 8.69 -24.03 5.68
H 8.75 -21.90 5.44
H 7.82 -22.41 6.98
H 9.80 -21.57 7.78
H 10.86 -22.01 6.47
H 9.44 -23.74 8.61
H 11.21 -23.87 8.30
H 7.83 -24.56 5.71
H 9.06 -23.97 4.66
C 4.86 -21.47 6.97
C 3.56 -21.96 7.51
C 2.50 -21.96 6.44
S 3.20 -21.10 5.02
O 2.35 -20.07 4.54
O 3.72 -22.02 4.03
C 4.53 -20.37 5.99
H 5.30 -22.28 6.38
H 5.58 -21.26 7.76
H 3.21 -21.38 8.31
H 3.62 -22.98 7.87
H 1.63 -21.37 6.75
H 2.11 -22.93 6.17
H 4.23 -19.42 6.39
H 5.40 -20.11 5.32
C 4.36 -15.62 3.77
C 4.09 -17.12 3.98
C 5.08 -17.86 3.10
S 5.34 -16.74 1.67
O 4.85 -17.40 0.42
O 6.69 -16.19 1.70
C 4.24 -15.44 2.26
H 5.40 -15.44 4.12
H 3.74 -14.93 4.30
H 3.05 -17.29 3.58
H 4.14 -17.43 5.02
H 4.77 -18.80 2.77
H 6.01 -18.00 3.59
H 3.24 -15.74 2.00
H 4.61 -14.49 1.78
C 10.72 -16.86 7.90
C 11.04 -17.88 8.99
C 10.72 -17.23 10.34
S 11.34 -15.61 10.19
O 12.76 -15.68 10.45
O 10.63 -14.57 10.96
C 11.01 -15.43 8.43
H 9.67 -16.87 7.70
H 11.22 -17.12 6.95
H 12.11 -18.02 8.94
H 10.56 -18.83 8.85
H 11.20 -17.73 11.14
H 9.63 -17.12 10.51
H 11.87 -14.93 8.03
H 10.22 -14.73 8.25
*
```

HOMO: -6.68, -7.41, -12.31, -6.80 (eV)
Gap between HOMO and LUMO: 1.575, 6.583, 8.702, 8.857 (eV)